No. 1
Below is the molecule C9H6F3NOS at a distorted geometry, with properties calculated with ωB97M-V with the def2-TZVPD basis set.

CARTESIAN COORDINATES (ANGSTROEM)
S 2.1775 0.4921 -0.5195
F 3.6211 -1.1901 0.6919
F 2.0626 -2.0625 -0.6547
F 1.6985 -1.4699 1.4234
O 0.8738 0.1575 -1.2930
N 1.3372 3.4135 -0.2781
C -0.5016 0.7490 0.5664
C -0.4264 0.7491 -0.9041
C 2.3576 -1.1925 0.3224
C -1.7462 -1.3405 0.3639
C 0.2672 1.6484 1.2443
C 0.8229 2.7133 0.4852
C -1.0281 -0.4769 1.1214
C -1.5660 -0.0006 -1.5358
C -2.0685 -1.1690 -1.0221
H -1.8145 0.2680 -2.5945
H -2.9184 -1.6093 -1.5418
H 0.5259 1.4571 2.2111
H -2.1712 -2.1583 0.9426
H -1.0703 -0.6918 2.1951
H -0.4331 1.7137 -1.2240

Results
Net charge ... 0
HOMO level ... -8.95 eV
Relative energy (zero: lowest compared OMol25 entry of this formula, charge and spin) ... 0.701 eV
SMILES string ... N#C/C=C1/C=CC=C[C@@H]1OSC(F)(F)F
HOMO-LUMO gap ... 7.78 eV
E ... -1174.209869 Eh
F_max ... 3.47 eV/Å

No. 2
Below is a structure of composition C9H6N2O4Ti at a distorted geometry, with properties calculated with ωB97M-V with the def2-TZVPD basis set.

CARTESIAN COORDINATES (ANGSTROEM)
Ti 0.6173 -0.2379 0.0693
O 2.4906 -2.3251 -1.2817
O -0.2980 5.2089 -2.2725
O -1.9959 -1.7400 0.4598
O -2.0231 -2.2655 4.8392
N -0.8417 -1.4524 6.6151
N 0.4219 -0.2834 2.0264
C -0.1254 4.0953 -2.3151
C 1.3316 0.9300 3.8741
C -0.2891 -0.7124 4.3300
C 0.6388 0.2215 4.8660
C -0.9606 -1.1420 0.3939
C 1.2493 0.7182 2.4886
C 1.6816 -1.5372 -0.8698
C -1.1531 -1.5220 5.2880
C -0.3651 -0.8970 2.9326
H -1.2249 -1.5020 2.6113
H -0.4072 -0.6590 7.0338
H 1.9971 1.7336 4.2583
H 0.7956 0.4054 5.9213
H -1.4572 -1.9672 7.2644
H 1.6597 1.3926 1.7988

Results
Net charge ... +2
<S²> ... 2.013
HOMO level (alpha / beta) ... -16.44 / -16.44 eV
2S+1 ... 3
Relative energy (zero: lowest compared OMol25 entry of this formula, charge and spin) ... 3.024 eV
HOMO-LUMO gap (alpha / beta) ... 5.92 / 5.82 eV
E ... -1605.739020 Eh
F_max ... 12.97 eV/Å

No. 3
Below is a structure of composition C9H6N2O5Pb at a distorted geometry, with properties calculated with ωB97M-V with the def2-TZVPD basis set.

CARTESIAN COORDINATES (ANGSTROEM)
Pb 0.1948 -0.3573 -1.4428
O 3.4821 -0.9536 -1.3104
O 0.1962 2.9369 -2.7095
O 0.1958 -3.8938 -0.2517
O 0.1947 -2.0603 -4.3970
O -3.0963 -0.9509 -1.3103
N 0.2022 -0.0621 0.7697
N -0.0763 0.9606 2.6595
C -1.2298 2.0438 0.6903
C 0.6903 -0.1432 2.9285
C 0.1873 -2.8242 -0.6253
C 0.1938 -1.5423 -3.3986
C 0.2001 1.8740 -2.3335
C 0.8663 -0.7951 1.7319
C 2.3436 -0.7975 -1.3399
C -1.9557 -0.8091 -1.3465
C -0.3789 0.9962 1.3578
H 1.0689 -0.4379 3.8911
H 1.4091 -1.7273 1.4927
H -1.3899 1.8205 -0.3776
H -2.1957 2.0586 1.2139
H -0.3912 1.6560 3.3126
H -0.7114 3.0079 0.7949

Results
Net charge ... +2
HOMO level ... -15.26 eV
Relative energy (zero: lowest compared OMol25 entry of this formula, charge and spin) ... 4.544 eV
HOMO-LUMO gap ... 6.96 eV
E ... -1024.310504 Eh
F_max ... 9.92 eV/Å

No. 4
Below is a cluster of 27 separate species, C9H70NO27 in total at a distorted geometry, with properties calculated with ωB97M-V with the def2-TZVPD basis set.

CARTESIAN COORDINATES (ANGSTROEM)
O 3.7003 -11.8159 13.1067
O 4.2628 -6.3634 19.8241
O 2.2526 -6.4808 21.9774
O 5.3652 -12.4159 21.8641
O 4.9349 -6.8288 14.6821
O 6.5841 -12.0504 13.5173
O 9.5598 -10.6797 19.2089
O -2.0888 -13.4496 17.8225
O -1.5421 -11.9729 21.4166
O 7.4291 -16.6804 19.3441
O 1.1398 -11.3560 24.3808
O 2.0222 -13.9538 17.1202
O 2.5082 -13.2018 22.7098
O 3.0658 -6.1126 17.0203
O 9.7667 -12.2277 16.9449
O 8.4956 -14.4777 21.0926
O 2.2259 -13.8989 14.2609
O 0.0293 -9.2899 16.0482
O 3.4092 -13.3474 19.7955
O 1.0890 -15.3936 20.1708
O 5.0854 -15.7570 20.6149
O 2.2843 -10.0282 14.5979
O 7.0748 -9.6375 21.9805
O 1.7591 -8.7445 23.8294
O 6.7640 -7.7738 19.6030
O -0.5933 -7.5684 18.6364
O -0.4315 -12.0514 16.0419
N 3.5919 -12.1828 18.8796
C 4.8852 -12.0401 18.1272
C 5.2617 -13.3495 17.3376
C 2.7243 -9.9056 18.2158
C 2.7866 -10.9808 19.2677
C 4.5656 -11.0057 17.0011
C 3.3257 -10.3280 20.6347
C 4.0847 -9.6710 17.4955
C 1.3237 -11.4509 19.4498
C 6.2649 -11.7075 18.7698
H 4.8700 -9.2251 18.1059
H 2.8733 -13.2909 13.9037
H 1.0556 -8.2176 24.2085
H 1.4960 -11.9362 23.7080
H 0.1893 -8.6499 16.7418
H 6.6820 -6.8463 19.3809
H 4.0433 -6.9390 15.0124
H 0.0066 -11.2015 15.9970
H 5.4535 -6.6147 15.4577
H 4.6493 -11.9082 13.1905
H 0.4706 -10.8419 19.1506
H 2.4641 -13.3816 21.7707
H 6.1126 -13.2582 16.6626
H 3.0917 -5.1918 16.7602
H 3.7495 -11.4633 16.4418
H 4.9590 -7.0041 19.6792
H 3.0283 -9.2998 20.8409
H -0.6304 -8.1439 19.4003
H 5.8646 -11.8108 21.3157
H 2.5391 -9.0024 18.7972
H 1.9327 -8.3379 22.9804
H 4.6395 -14.9214 20.4766
H 4.4131 -10.2811 20.6936
H -1.8378 -12.7805 21.8368
H 2.3258 -13.5739 17.9447
H 4.6733 -12.7447 21.2901
H 5.3557 -14.2205 17.9861
H 9.2751 -12.9956 17.2361
H 1.1525 -11.7689 20.4783
H 6.6419 -12.5855 19.2941
H 7.3889 -8.1189 18.9653
H 2.1738 -6.3943 16.8173
H 2.7728 -6.3312 21.1880
H 0.2820 -12.6893 16.0466
H 9.8205 -10.3928 20.0841
H 1.0445 -12.3265 18.8637
H 2.3034 -13.8016 15.2100
H 7.8759 -14.9068 20.5026
H 6.9707 -11.3705 18.0105
H 3.4819 -11.0677 13.6624
H 6.4780 -12.5833 14.3054
H 9.3217 -14.4706 20.6091
H 0.5150 -15.1847 20.9077
H 5.1942 -15.8168 21.5641
H 9.1228 -9.9184 18.8271
H 1.8493 -9.9823 17.5704
H 6.1525 -10.8805 19.4710
H 2.9386 -10.9288 21.4576
H -1.0781 -12.2664 20.6324
H 3.7651 -6.3607 19.0065
H -0.9048 -9.2072 15.8562
H 4.0062 -8.8843 16.7451
H 1.2802 -10.4741 24.0360
H 1.6695 -14.6362 20.0966
H 8.0238 -9.5522 22.0712
H -2.1413 -14.1228 17.1441
H 2.3249 -14.8614 17.1483
H 7.0365 -12.6239 12.8988
H 1.4444 -9.7785 14.2127
H 1.5375 -5.8474 21.9173
H 7.5891 -17.5327 19.7494
H 2.1937 -9.8187 15.5275
H 6.4854 -16.5464 19.4317
H -0.6181 -6.6837 19.0009
H 3.3399 -12.7429 22.8275
H -1.4461 -12.8231 17.4898
H 10.1741 -11.8873 17.7414
H 5.4037 -10.8858 16.3145
H 6.9112 -9.5152 21.0453
H 4.4197 -13.6369 16.7079

Results
Net charge ... 0
<S²> ... 0.756
HOMO level (alpha / beta) ... -9.70 / -9.70 eV
2S+1 ... 2
Relative energy (zero: lowest compared OMol25 entry of this formula, charge and spin) ... 1.199 eV
HOMO-LUMO gap (alpha / beta) ... 8.64 / 7.12 eV
E ... -2471.020970 Eh
F_max ... 6.01 eV/Å

No. 5
Below is a cluster of 28 separate species, C9H72NO28 in total at a distorted geometry, with properties calculated with ωB97M-V with the def2-TZVPD basis set.

CARTESIAN COORDINATES (ANGSTROEM)
O -2.2119 -1.8059 5.6254
O -1.8914 -3.7327 3.7945
O -0.9678 2.7310 -5.1764
O -1.3874 -4.0874 -0.2644
O -5.8963 -1.2164 0.6008
O -3.4985 -2.0545 -0.9979
O -2.4077 -0.1227 0.6642
O -3.6934 -2.2741 2.2824
O -2.5881 2.8825 1.4437
O 4.1940 2.6048 2.8374
O 3.0279 -2.9362 4.6211
O -1.4522 -3.0881 -4.6221
O 3.4195 -2.7130 1.8256
O -3.3903 0.9419 -4.7124
O 4.2262 3.8247 -0.6637
O 3.1906 0.0677 -3.6378
O 1.8090 4.6120 0.2178
O 6.4291 1.3095 0.4526
O -1.1651 4.8086 -0.1876
O -5.2418 1.2720 -0.2781
O 3.2649 -2.1952 -1.8741
O 1.6673 0.4309 6.2475
O 1.9082 4.2459 2.7882
O -0.0207 -4.1856 -2.7263
O -3.3681 -1.4619 -3.5768
O 1.6891 -4.1062 -0.2597
O -0.4276 4.9053 -3.3368
O 0.7874 0.5348 -4.7757
N -0.9773 0.3384 0.5686
C -0.0384 0.0153 1.6971
C -0.4147 0.4335 -0.8211
C 0.2973 -1.5256 1.7099
C -0.6567 0.3329 3.0887
C -1.3304 1.2468 -1.7174
C 1.2933 0.7645 1.7002
C 0.9337 1.2282 -0.8123
C 1.9779 0.8730 0.2986
C -0.1153 -0.9674 -1.4850
H 0.7916 -1.4548 -1.1271
H 1.0659 -1.8753 1.0207
H -0.9384 -1.6795 -1.5443
H 5.6580 1.5600 -0.0562
H -5.4639 0.3415 -0.2451
H -2.1951 -4.3707 4.4401
H -1.6481 2.0648 -5.2745
H -2.2910 2.0331 1.1172
H 0.6350 -1.8366 2.6985
H 3.0997 -0.6462 -3.0067
H -4.1671 1.3687 -4.3510
H -1.5570 -4.2634 3.0715
H 3.4613 2.1112 3.2058
H 1.8396 5.4949 -0.1508
H -3.5110 -0.5503 -3.8315
H -4.3139 1.3057 -0.0458
H -0.8054 1.3908 3.3053
H -1.4811 -4.4905 0.5987
H -1.8604 -2.3495 4.9202
H -0.5872 -3.8811 -3.4352
H 2.6472 -2.7127 3.7718
H 0.8850 0.0768 6.6704
H 4.1655 -2.2378 -1.5526
H 0.5247 4.9837 -3.2806
H -0.5734 4.0862 -3.8101
H 2.8977 -2.0384 1.3910
H 2.9027 1.4492 0.3268
H 0.8262 -4.0412 0.1495
H -1.8131 2.0247 -1.1259
H 2.4923 4.1326 -0.2507
H -1.9702 3.5120 1.0720
H -0.1492 2.2357 -5.1479
H 2.2502 -0.1216 -0.0546
H 0.0256 -0.7894 -2.5511
H -0.5809 -2.1272 1.4757
H 4.3105 -2.3633 1.8273
H -3.4987 1.0096 -5.6610
H 0.1809 -0.1137 -4.4181
H -4.0385 -2.4963 -0.3426
H 2.6948 3.7489 2.5638
H 0.6495 2.2448 -0.5405
H -1.5659 -3.1587 -0.1161
H -2.0504 -2.4735 -4.1970
H 1.3944 1.2863 5.9157
H -2.1651 0.8140 -2.2688
H 6.0754 0.8460 1.2118
H -0.7835 1.8856 -2.4108
H -3.2078 -2.7548 2.9528
H 3.9201 -3.2171 4.4178
H -5.1596 -1.0955 1.1999
H 1.1071 1.8066 1.9597
H -0.3217 4.3763 -0.0533
H -3.0486 -1.6795 1.8991
H 4.9740 2.1600 3.1691
H 0.0726 0.0596 3.8512
H 1.5244 -4.5327 -1.1006
H 2.7673 -2.7433 -1.2674
H 1.4962 4.4366 1.9455
H -2.9200 -1.4866 -0.4889
H -1.2514 4.8762 -1.1385
H -1.8441 -3.2496 -5.4803
H 4.6485 4.1212 0.1425
H -2.8010 -2.3875 6.1058
H -3.5162 -1.4729 -2.6312
H 1.9906 0.3711 2.4399
H -0.5051 -3.9798 -1.9268
H 1.6431 0.2783 -4.4319
H -1.6028 -0.1764 3.2716
H 1.4554 1.1435 -1.7656
H 4.7928 4.1477 -1.3643
H 3.9915 0.5207 -3.3740
H -6.6447 -1.3883 1.1723

Results
Net charge ... -1
HOMO level ... -3.75 eV
Relative energy (zero: lowest compared OMol25 entry of this formula, charge and spin) ... 2.566 eV
HOMO-LUMO gap ... 5.03 eV
E ... -2547.600131 Eh
F_max ... 2.82 eV/Å

No. 6
Below is a structure of composition C9H7BrI2 at a distorted geometry, with properties calculated with ωB97M-V with the def2-TZVPD basis set.

CARTESIAN COORDINATES (ANGSTROEM)
I -1.0686 2.6766 1.9568
I 2.6792 -0.9230 0.7218
Br 1.4839 3.9462 -0.0304
C -2.1665 -1.2713 0.3393
C -0.1515 -0.0285 0.1124
C -1.4248 -2.4060 0.5729
C 0.5488 1.2018 -0.3498
C -1.5087 -0.0704 0.0438
C 1.5589 1.2083 -1.4865
C 0.6086 -1.0961 0.4890
C -0.0319 -2.3551 0.6686
C 0.3882 2.5303 0.3772
H 2.5662 1.6758 -1.1286
H 0.5378 -3.3182 0.8245
H 1.7104 0.2166 -1.8795
H -2.0063 0.8479 -0.3185
H -3.2034 -1.3299 0.3940
H 1.2691 1.8359 -2.3191
H -1.7896 -3.3409 1.0122

Results
Net charge ... 0
HOMO level ... -8.36 eV
Relative energy (zero: lowest compared OMol25 entry of this formula, charge and spin) ... 0.578 eV
HOMO-LUMO gap ... 8.42 eV
E ... -3516.477997 Eh
F_max ... 6.68 eV/Å

No. 7
Below is a structure of composition C9H7BrN3O3S4Ti at a distorted geometry, with properties calculated with ωB97M-V with the def2-TZVPD basis set.

CARTESIAN COORDINATES (ANGSTROEM)
Br -0.2141 -1.7640 -2.7425
Ti 0.7931 0.6608 -0.0555
S -3.9786 1.3565 0.3786
S -3.1995 2.0920 -2.3591
S -0.3144 1.4669 -1.9733
S -1.1972 0.6726 1.2337
O 2.2178 -0.6132 2.9455
O 2.2756 0.4063 0.9565
O -5.6462 2.3123 -1.4359
N 2.1012 2.4639 -0.6089
N 0.7792 -1.2614 -0.2084
N 1.2249 2.7526 0.4963
C 1.2314 -1.6571 1.0328
C 1.9517 -0.5721 1.7621
C 0.2416 -2.2370 -0.9674
C 0.4665 -3.9017 0.7344
C -1.9189 1.5120 -1.2999
C -4.5225 1.9964 -1.1895
C 0.0598 -3.5351 -0.5515
C -2.2780 1.1784 -0.0387
C 1.0818 -2.9415 1.5214
H 0.3226 -4.9079 1.0903
H 0.9440 3.7419 0.5453
H 1.4600 -3.1583 2.5080
H 3.0649 2.7802 -0.4553
H -0.3859 -4.2479 -1.2255
H 1.7274 2.8921 -1.4628
H 1.7119 2.5125 1.3692

Results
Net charge ... 0
<S²> ... 0.760
HOMO level (alpha / beta) ... -7.00 / -7.09 eV
2S+1 ... 2
HOMO-LUMO gap (alpha / beta) ... 5.98 / 5.74 eV
E ... -5753.460745 Eh
F_max ... 4.87 eV/Å

Question: The highest E belongs to which entry?
Answer: C9H6N2O5Pb